[1]
ORCA calculation (wB97M-V/def2-TZVPD) on a 2-piece molecular cluster, C4H12N2S overall at a distorted geometry.

Results
Energy ... -667.206576 hartree

Geometry as ORCA input:
```
! wB97M-V def2-TZVPD RIJCOSX def2/J DEFGRID3
* xyz -1 2
C -0.901 -0.948 1.931
C -0.108 -0.480 0.712
C -0.846 -0.954 -0.518
S 1.056 -2.102 -1.663
N -0.264 1.004 0.290
C 0.882 1.336 -0.507
N 0.575 2.607 -1.202
H -0.290 -0.701 2.801
H -1.111 -1.986 1.817
H -1.891 -0.478 1.895
H 0.930 -0.778 0.899
H -1.283 -0.231 -1.224
H -1.367 -1.902 -0.642
H 1.041 -3.231 -0.971
H -0.308 1.524 1.185
H 1.000 0.494 -1.187
H 1.858 1.505 -0.030
H 1.330 2.750 -1.862
H -0.304 2.570 -1.725
*
```

---

[2]
ORCA calculation (wB97M-V/def2-TZVPD) on a 2-piece molecular cluster, C4H12N2S overall at a distorted geometry.

Results
Energy ... -667.114334 hartree

Geometry as ORCA input:
```
! wB97M-V def2-TZVPD RIJCOSX def2/J DEFGRID3
* xyz 0 1
C -0.523 0.003 2.196
C 0.081 -0.375 0.852
C -0.645 0.567 -0.367
S -2.280 0.164 -0.531
N 1.402 -0.186 0.843
C 2.118 -0.701 -0.292
N 2.330 0.421 -1.214
H -0.009 -0.546 2.976
H -1.596 -0.170 2.186
H -0.313 1.056 2.364
H -1.984 1.211 -3.553
H -0.050 0.404 -1.259
H -0.493 1.608 -0.050
H -1.953 0.506 -3.277
H -0.176 -1.403 0.585
H 1.578 -1.471 -0.835
H 3.064 -1.129 0.067
H 2.558 1.241 -0.647
H 3.050 0.212 -1.890
*
```

---

[3]
ORCA calculation (wB97M-V/def2-TZVPD) on a 2-piece molecular cluster, C4H12N2S overall at a distorted geometry.

Results
Energy ... -667.197222 hartree

Geometry as ORCA input:
```
! wB97M-V def2-TZVPD RIJCOSX def2/J DEFGRID3
* xyz 0 1
C 0.169 1.612 1.521
N -0.840 0.616 1.211
C -0.730 -0.303 0.062
C -0.781 0.431 -1.295
S -0.788 -0.722 -2.681
C 0.568 -1.206 0.180
N 1.773 -0.814 -0.579
H 0.139 2.314 0.668
H -0.218 2.120 2.409
H 1.157 1.167 1.791
H -1.439 0.250 1.929
H -1.640 -0.900 0.117
H -1.690 1.005 -1.214
H 0.121 1.053 -1.380
H -0.214 -2.353 -2.040
H 0.272 -2.236 -0.019
H 0.867 -1.314 1.242
H 1.840 0.185 -0.372
H 1.435 -0.906 -1.551
*
```

---

[4]
ORCA calculation (wB97M-V/def2-TZVPD) on one molecule with the formula C4H12N2S at a distorted geometry.

Results
Energy ... -667.229856 hartree

Geometry as ORCA input:
```
! wB97M-V def2-TZVPD RIJCOSX def2/J DEFGRID3
* xyz 0 1
N -2.478 0.194 -1.243
C -1.547 0.634 -0.282
C -0.301 -0.294 -0.005
N -0.773 -1.661 0.518
C 0.910 0.216 0.823
C 1.955 0.874 -0.105
S 3.680 0.479 0.555
H -2.564 0.737 -2.051
H -2.233 -0.747 -1.507
H -1.175 1.605 -0.480
H -1.878 0.545 0.812
H 0.034 -0.484 -0.983
H -1.543 -2.274 0.138
H -0.823 -1.719 1.563
H 1.200 -0.700 1.204
H 0.509 1.016 1.537
H 1.859 1.977 -0.372
H 1.743 0.331 -1.061
H 3.423 -0.728 0.937
*
```

---

[5]
ORCA calculation (wB97M-V/def2-TZVPD) on one molecule with the formula C4H12N2S at a distorted geometry.

Results
Energy ... -667.279061 hartree

Geometry as ORCA input:
```
! wB97M-V def2-TZVPD RIJCOSX def2/J DEFGRID3
* xyz 0 1
C 2.714 -0.258 0.526
N 1.717 -0.651 -0.457
C 0.658 0.354 -0.614
C -0.745 -0.255 -0.541
N -0.825 -0.999 0.721
C -1.758 0.907 -0.597
S -3.462 0.428 -0.253
H 3.652 -0.793 0.380
H 2.354 -0.410 1.556
H 2.980 0.786 0.415
H 1.261 -1.471 -0.073
H 0.748 1.064 0.220
H 0.803 0.888 -1.561
H -0.907 -0.951 -1.356
H -1.570 -1.679 0.718
H -0.980 -0.353 1.488
H -1.337 1.733 -0.031
H -1.857 1.252 -1.628
H -3.447 0.408 1.086
*
```

---

[6]
ORCA calculation (wB97M-V/def2-TZVPD) on one molecule with the formula C4H12N2S at a distorted geometry.

Results
Energy ... -667.226097 hartree

Geometry as ORCA input:
```
! wB97M-V def2-TZVPD RIJCOSX def2/J DEFGRID3
* xyz 0 1
C -0.051 1.472 1.187
C 0.212 0.622 -0.085
C -0.632 1.188 -1.347
S -0.725 2.990 -1.567
N -0.238 -0.776 0.030
C 0.751 -1.770 0.695
N 0.337 -3.132 0.355
H -1.059 1.896 1.222
H 0.268 0.780 2.092
H 0.689 2.323 1.105
H 1.342 0.869 -0.229
H -0.305 0.719 -2.318
H -1.741 0.649 -1.196
H -0.014 2.954 -2.856
H -1.007 -0.798 0.601
H 1.787 -1.660 0.188
H 0.849 -1.524 1.800
H -0.428 -3.580 0.912
H -0.037 -3.221 -0.589
*
```

---

[7]
ORCA calculation (wB97M-V/def2-TZVPD) on a 2-piece molecular cluster, C4H12N2S overall at a distorted geometry.

Results
Energy ... -667.073751 hartree

Geometry as ORCA input:
```
! wB97M-V def2-TZVPD RIJCOSX def2/J DEFGRID3
* xyz 0 1
C 1.971 0.813 -0.904
N 1.054 -0.165 -1.497
C -0.221 -0.425 -0.789
C -1.055 0.793 -0.414
S -2.727 0.236 -0.155
C -0.145 -1.200 0.501
N 0.437 -0.464 1.551
H 1.623 1.851 -0.993
H 2.938 0.717 -1.395
H 2.062 0.595 0.152
H 0.766 0.117 -2.411
H -0.817 -1.026 -1.478
H -1.060 1.593 -1.149
H -0.651 1.173 0.547
H -1.566 0.287 2.421
H -1.919 -0.374 2.503
H 0.392 -2.152 0.346
H -1.217 -1.430 0.753
H 0.136 -0.941 2.409
*
```

---

[8]
ORCA calculation (wB97M-V/def2-TZVPD) on a 2-piece molecular cluster, C4H12N2S overall at a distorted geometry.

Results
Energy ... -667.253470 hartree

Geometry as ORCA input:
```
! wB97M-V def2-TZVPD RIJCOSX def2/J DEFGRID3
* xyz 0 1
N 3.040 0.386 2.209
C 1.740 0.520 1.733
C 0.690 -0.155 2.191
N -0.600 -0.101 1.562
H 3.708 0.313 1.461
H 3.177 -0.379 2.850
H 1.630 1.293 0.982
H 0.789 -0.737 3.094
H -1.167 0.686 1.840
H -1.126 -0.928 1.810
C -2.621 -0.148 -2.611
C -1.491 -0.875 -1.873
S -0.108 0.229 -1.434
H -2.196 0.586 -3.293
H -3.302 0.381 -1.948
H -3.198 -0.843 -3.228
H -1.103 -1.700 -2.458
H -1.898 -1.308 -0.956
H -0.346 0.161 -0.004
*
```

---

[9]
ORCA calculation (wB97M-V/def2-TZVPD) on a 2-piece molecular cluster, C4H12N2S2 overall at a distorted geometry.

Results
Energy ... -1065.283444 hartree

Geometry as ORCA input:
```
! wB97M-V def2-TZVPD RIJCOSX def2/J DEFGRID3
* xyz 0 1
N 2.402 2.098 -0.353
C 1.402 1.128 -0.722
C 2.006 -0.304 -0.622
S 2.426 -0.749 1.103
S -2.621 1.049 0.341
C -1.661 -0.294 -0.453
C -1.099 -1.265 0.449
N -2.128 -1.824 1.386
H 3.000 1.648 0.363
H 2.085 3.050 -0.268
H 0.522 1.242 -0.016
H 0.927 1.305 -1.736
H 1.284 -0.997 -0.994
H 2.978 -0.383 -1.124
H -1.954 -0.610 -1.381
H -3.710 0.761 -0.397
H -0.277 -0.828 1.102
H -0.557 -2.125 -0.017
H -3.025 -1.398 1.028
H -2.000 -1.505 2.312
*
```

---

[10]
ORCA calculation (wB97M-V/def2-TZVPD) on an isolated ion of composition C4H12N3 and charge +1 at a distorted geometry.

Results
Energy ... -323.631256 hartree

Geometry as ORCA input:
```
! wB97M-V def2-TZVPD RIJCOSX def2/J DEFGRID3
* xyz 1 1
N -2.616 -0.049 1.408
C -2.002 0.681 0.427
N -0.959 0.352 -0.216
C -0.254 -0.929 -0.147
C 0.912 -0.878 -1.103
C 2.071 -0.101 -0.482
N 1.451 1.202 0.041
H -3.506 0.273 1.772
H -2.589 -1.056 1.393
H -2.481 1.590 0.067
H 0.023 -1.155 0.892
H -0.940 -1.720 -0.464
H 1.322 -1.884 -1.248
H 0.621 -0.501 -2.078
H 2.832 0.256 -1.165
H 2.380 -0.661 0.395
H 1.682 1.321 1.026
H 0.397 1.187 -0.062
H 1.655 2.072 -0.456
*
```

---

[11]
ORCA calculation (wB97M-V/def2-TZVPD) on an isolated ion of composition C4H12N3 and charge +1 at a distorted geometry.

Results
Energy ... -323.535884 hartree

Geometry as ORCA input:
```
! wB97M-V def2-TZVPD RIJCOSX def2/J DEFGRID3
* xyz 1 1
H -3.212 -1.138 0.523
N -2.347 -1.007 0.132
C -2.009 0.211 0.095
N -0.355 0.540 -0.435
C -0.031 1.996 -0.286
C 0.515 -0.387 0.249
C 1.987 -0.144 -0.204
N 0.122 -1.730 -0.043
H -2.451 1.107 0.499
H -0.634 2.578 -1.065
H 1.025 2.188 -0.414
H -0.234 2.376 0.691
H 0.587 -0.190 1.372
H 1.858 0.570 -1.113
H 2.649 0.397 0.525
H 2.576 -0.977 -0.539
H -1.065 -1.738 0.176
H 0.514 -2.369 0.717
H 0.501 -2.283 -0.879
*
```

---

[12]
ORCA calculation (wB97M-V/def2-TZVPD) on an isolated ion of composition C4H12N3 and charge +1 at a distorted geometry.

Results
Energy ... -323.544562 hartree

Geometry as ORCA input:
```
! wB97M-V def2-TZVPD RIJCOSX def2/J DEFGRID3
* xyz 1 1
N -0.721 -2.666 0.857
C -0.032 -1.504 1.160
C 0.602 -0.574 0.292
N 1.197 -1.136 -0.860
C 0.581 0.940 0.370
C -0.587 1.490 -0.351
N -0.890 2.860 -0.293
H -1.141 -2.505 -0.110
H -1.336 -3.050 1.541
H -0.082 -1.169 2.179
H 2.154 -0.909 -1.138
H 1.336 -2.202 -0.755
H 0.774 -0.798 -1.749
H 1.581 1.217 0.166
H 0.351 1.224 1.414
H -0.401 1.063 -1.344
H -1.466 0.972 -0.068
H -1.702 3.178 -0.791
H -0.218 3.569 -0.521
*
```

---

Repeat the fifth record exactly.
ORCA calculation (wB97M-V/def2-TZVPD) on one molecule with the formula C4H12N2S at a distorted geometry.

Results
Energy ... -667.279061 hartree

Geometry as ORCA input:
```
! wB97M-V def2-TZVPD RIJCOSX def2/J DEFGRID3
* xyz 0 1
C 2.714 -0.258 0.526
N 1.717 -0.651 -0.457
C 0.658 0.354 -0.614
C -0.745 -0.255 -0.541
N -0.825 -0.999 0.721
C -1.758 0.907 -0.597
S -3.462 0.428 -0.253
H 3.652 -0.793 0.380
H 2.354 -0.410 1.556
H 2.980 0.786 0.415
H 1.261 -1.471 -0.073
H 0.748 1.064 0.220
H 0.803 0.888 -1.561
H -0.907 -0.951 -1.356
H -1.570 -1.679 0.718
H -0.980 -0.353 1.488
H -1.337 1.733 -0.031
H -1.857 1.252 -1.628
H -3.447 0.408 1.086
*
```

---

Which of these has the lowest energy?
C4H12N2S2

---

What did the tenth record say?
ORCA calculation (wB97M-V/def2-TZVPD) on an isolated ion of composition C4H12N3 and charge +1 at a distorted geometry.

Results
Energy ... -323.631256 hartree

Geometry as ORCA input:
```
! wB97M-V def2-TZVPD RIJCOSX def2/J DEFGRID3
* xyz 1 1
N -2.616 -0.049 1.408
C -2.002 0.681 0.427
N -0.959 0.352 -0.216
C -0.254 -0.929 -0.147
C 0.912 -0.878 -1.103
C 2.071 -0.101 -0.482
N 1.451 1.202 0.041
H -3.506 0.273 1.772
H -2.589 -1.056 1.393
H -2.481 1.590 0.067
H 0.023 -1.155 0.892
H -0.940 -1.720 -0.464
H 1.322 -1.884 -1.248
H 0.621 -0.501 -2.078
H 2.832 0.256 -1.165
H 2.380 -0.661 0.395
H 1.682 1.321 1.026
H 0.397 1.187 -0.062
H 1.655 2.072 -0.456
*
```

---

Look up the energy of the seventh one.
-667.073751 hartree